The following is a DFT calculation (ωB97M-V/def2-TZVPD) of a molecular structure, C32H38AuN6S.

Values from the calculation:
* LUMO: -0.37921 Eh
* frontier orbital gap: 0.22007 Eh
* highest occupied orbital energy: -16.31 eV
* net charge: +3

```
78
Properties=species:S:1:pos:R:3:forces:R:3
C 0.665 -4.762 -0.859 -0.014 0.018 0.031
C 1.530 -3.802 -1.595 0.038 0.021 -0.034
S -2.530 -0.138 -1.056 0.065 0.144 0.146
N 1.855 0.274 -0.418 -0.305 0.077 0.077
H 0.990 -5.792 -0.760 -0.016 -0.006 -0.022
C -1.251 2.837 -0.799 -0.057 0.028 -0.029
H 1.585 -4.112 -2.641 0.006 -0.027 0.008
H 3.442 1.454 -2.189 0.006 -0.010 -0.018
Au -0.271 -0.028 -0.565 0.171 -0.159 -0.388
H 1.043 -0.010 5.179 -0.007 0.003 0.004
C -3.284 3.953 -0.271 -0.003 0.001 -0.010
H 2.680 -2.892 1.588 0.024 0.019 -0.009
H 0.481 3.832 -3.244 0.016 -0.010 0.016
H -4.149 5.087 -1.870 -0.001 -0.002 -0.002
C 4.019 -3.068 -1.899 0.027 0.031 -0.027
H 3.331 2.375 1.466 0.004 0.000 -0.004
H 5.286 -1.664 -2.788 -0.003 -0.008 -0.002
H -2.876 -4.613 0.976 -0.002 0.002 0.005
H -1.026 -0.391 6.529 0.003 0.002 -0.001
H -5.070 0.106 0.466 0.009 -0.002 -0.006
N -0.152 1.989 -0.407 0.057 -0.081 -0.077
H 4.453 0.516 -3.292 0.006 0.001 0.002
H 1.942 4.231 -0.775 -0.002 0.003 0.000
C -0.204 2.989 -3.129 0.013 0.004 -0.002
C -1.065 -0.497 5.448 0.006 0.003 -0.002
C 4.439 -1.823 -2.132 0.029 -0.056 -0.027
N -0.258 -2.064 -0.846 -0.029 0.077 0.029
C 1.300 3.898 0.046 -0.008 0.017 -0.007
C 2.772 -0.754 -0.730 0.110 -0.075 -0.057
H -0.961 -1.554 5.207 -0.001 0.000 -0.001
C -3.334 4.443 -1.569 0.009 -0.007 0.016
C 4.205 0.678 -2.244 0.004 -0.007 -0.034
H -2.038 -0.148 5.108 0.000 -0.001 -0.002
N -4.265 -1.798 0.114 0.055 0.022 -0.014
C -2.344 4.116 -2.480 0.000 -0.019 -0.011
H 5.112 1.057 -1.763 -0.006 0.002 -0.001
H -5.320 -3.418 1.072 0.000 -0.001 -0.006
C 2.139 1.464 -0.013 0.027 0.021 -0.031
C -1.011 -3.026 -0.443 0.127 0.074 0.051
C 2.901 -3.374 -0.960 -0.070 -0.024 0.081
N 0.085 0.165 2.217 -0.102 -0.006 0.121
H 3.252 -4.062 -0.188 0.018 0.007 -0.008
H 3.932 2.637 -0.163 -0.009 -0.003 0.006
N -2.309 -2.743 -0.001 -0.035 0.041 -0.012
H -2.392 4.499 -3.491 -0.001 0.000 0.002
C -1.273 3.304 -2.117 -0.042 -0.021 0.011
C -2.172 2.611 1.547 -0.003 -0.005 0.002
H 4.137 1.050 0.598 -0.002 0.001 -0.002
C 1.059 -2.367 -1.364 -0.035 0.034 -0.053
H 4.538 -3.904 -2.354 0.000 0.005 -0.005
H 0.952 -2.701 1.331 0.031 -0.036 0.009
H 0.388 2.107 -2.876 -0.003 -0.015 0.001
H -6.239 -1.235 0.451 0.007 0.000 0.011
H -5.560 -0.645 -1.077 0.000 -0.010 -0.002
H 1.951 -1.296 1.640 -0.046 -0.003 -0.010
C -2.246 3.131 0.141 0.014 0.023 0.016
C 1.926 -2.255 1.127 -0.003 0.028 -0.003
C -3.185 -3.652 0.614 -0.023 -0.022 0.003
H -1.267 2.952 2.054 0.003 -0.009 0.010
C 0.078 0.234 3.365 0.023 0.037 -0.084
C 2.219 -2.102 -0.369 0.016 -0.010 0.005
C -0.541 -4.411 -0.393 -0.028 -0.028 -0.004
C 1.012 2.452 -0.108 -0.023 -0.046 0.078
H -0.651 2.813 -4.106 0.003 0.014 0.000
H 1.192 -1.774 -2.270 0.031 -0.001 0.015
C -3.014 -1.600 -0.287 0.020 -0.046 0.036
H 0.392 4.494 0.045 -0.003 -0.002 -0.006
H -4.057 4.223 0.438 0.000 -0.002 -0.001
C -4.386 -3.062 0.672 0.010 -0.023 0.014
H -1.187 -5.154 0.045 -0.003 -0.013 -0.034
H -3.026 2.956 2.124 0.004 0.006 0.000
H -2.159 1.518 1.569 0.011 -0.001 0.013
H -0.024 1.382 5.083 0.002 -0.008 0.005
C 3.778 -0.610 -1.622 -0.082 0.023 0.079
C -5.354 -0.824 -0.024 -0.034 0.020 -0.004
C 3.466 1.898 0.493 0.004 -0.003 0.050
H 1.856 4.071 0.969 -0.003 -0.003 0.001
C 0.067 0.325 4.822 -0.007 -0.002 0.096
```
Forces are in eV/Å.


The following is a DFT calculation (ωB97M-V/def2-TZVPD) of a molecular structure, C26H27N4O6PRe.

Values from the calculation:
* LUMO (alpha / beta): -0.24002 / -0.25057 Eh
* frontier orbital gap (alpha / beta): 0.22826 / 0.21780 Eh
* highest occupied orbital energy (alpha / beta): -12.74 / -12.75 eV
* net charge: +2
* 2S+1: 2
* <S²>: 0.7543

```
65
Properties=species:S:1:pos:R:3:forces:R:3
H -2.499 2.836 0.795 -0.002 0.001 -0.001
H -0.088 -1.234 -2.790 0.010 -0.005 -0.002
C -4.110 3.610 -0.378 0.001 0.003 0.008
C -4.652 2.245 -2.314 0.010 -0.004 0.006
H -0.915 -3.491 -2.914 -0.001 0.003 0.002
C 2.360 1.327 -0.806 -0.023 -0.028 0.027
C -2.894 1.572 -0.889 0.040 -0.041 0.048
C 3.478 2.046 -1.193 0.023 0.025 0.024
C -3.681 1.331 -2.039 -0.023 0.008 -0.028
H 2.579 -4.414 -3.016 0.002 -0.001 0.004
C 0.837 -1.616 -2.361 -0.006 0.028 0.005
H -0.548 -3.410 0.687 0.001 -0.004 -0.003
O -1.091 0.924 0.531 0.029 -0.012 0.005
C 3.056 1.477 1.496 0.005 0.009 -0.012
H 3.244 -4.297 -0.760 -0.001 -0.002 0.002
C 0.033 2.388 3.217 0.010 0.003 0.010
C 0.498 0.762 5.379 -0.001 0.021 0.005
H 3.090 -1.940 -0.356 0.003 0.004 -0.001
C 0.912 -1.105 3.743 -0.068 -0.016 -0.080
O -1.613 -0.409 -1.196 -0.004 -0.035 -0.015
C 4.212 2.133 1.098 0.001 -0.006 -0.020
H 0.122 2.497 6.593 0.002 0.000 0.000
H 2.904 1.292 2.552 -0.003 -0.006 0.017
C 0.561 0.310 4.082 0.017 0.001 0.024
N -0.026 -4.243 -1.175 -0.008 0.008 -0.005
C -3.112 2.687 -0.082 -0.005 0.015 0.003
Re 0.450 0.048 1.152 -0.038 -0.007 -0.010
H 1.190 -5.005 0.339 -0.003 -0.002 0.000
H -6.209 4.087 -4.032 -0.003 0.000 0.000
H 5.304 2.969 -0.546 0.001 -0.001 0.000
C 0.181 2.101 5.588 -0.002 -0.012 0.006
H 1.650 -0.945 -2.639 0.008 0.012 0.003
N 1.109 -2.957 -2.880 -0.010 -0.002 0.001
C -0.052 2.919 4.496 0.001 0.001 -0.013
N 0.331 1.102 3.021 0.021 0.016 0.022
O 0.871 -1.342 2.382 0.011 -0.021 0.068
C -1.855 0.607 -0.578 -0.031 0.068 -0.040
H -7.383 3.141 -3.038 -0.001 0.001 0.000
H -1.482 -2.812 -0.687 -0.004 -0.001 0.000
C 2.368 -3.482 -2.491 0.004 -0.003 0.000
H -0.295 3.964 4.621 -0.002 -0.001 -0.002
H 0.221 -4.825 -3.166 0.003 -0.002 -0.001
H -4.294 4.477 0.240 0.000 0.001 -0.001
C 0.037 -3.913 -2.598 0.009 0.005 0.006
H 0.696 0.076 6.191 0.000 0.000 0.001
H -3.515 0.463 -2.660 0.000 -0.002 0.000
C 2.121 1.036 0.547 0.018 0.037 -0.022
O -5.536 2.256 -3.341 -0.002 -0.003 -0.007
O -5.874 4.094 -1.991 0.007 0.004 0.006
C 1.199 -4.801 -0.731 0.008 0.001 0.001
N 2.367 -3.827 -0.992 0.003 0.001 -0.003
H 1.438 -5.708 -1.285 0.004 0.000 0.000
H 4.941 2.435 1.839 -0.001 0.002 0.002
H 2.252 -2.875 0.896 0.005 -0.006 0.000
H 1.634 1.041 -1.558 -0.012 -0.024 -0.032
O 1.199 -1.955 4.516 0.028 0.005 0.028
C 2.235 -2.589 -0.157 -0.006 -0.009 -0.009
H 3.625 2.302 -2.234 -0.001 -0.004 -0.001
H -0.134 2.988 2.333 0.002 0.003 0.000
P 0.655 -1.678 -0.521 -0.017 -0.010 0.009
H 3.175 -2.769 -2.655 -0.001 -0.001 -0.002
C -4.864 3.362 -1.502 -0.007 -0.009 -0.008
C -6.342 3.427 -3.177 0.001 -0.003 -0.001
C 4.417 2.429 -0.242 -0.010 -0.003 -0.007
C -0.488 -3.115 -0.363 0.005 -0.002 -0.016
```
Forces are in eV/Å.


The following is a DFT calculation (ωB97M-V/def2-TZVPD) of 8 unconnected molecules or ions with the total composition C24H66F2N8O13S2 in a non-equilibrium geometry.

Values from the calculation:
* LUMO: 0.14350 Eh
* frontier orbital gap: 0.28114 Eh
* highest occupied orbital energy: -3.75 eV
* net charge: -2

```
115
Properties=species:S:1:pos:R:3:forces:R:3
C 0.570 -5.335 -0.262 -0.248 0.315 0.603
H 1.557 -0.854 2.145 0.196 0.543 0.018
N -1.208 3.846 -1.338 -0.398 -0.655 1.447
C -1.578 4.850 -0.335 -0.485 0.640 -0.786
F 1.435 -0.161 -4.237 0.455 -0.221 -0.164
H 2.921 -1.653 2.807 0.579 -0.266 -0.308
O -2.399 5.282 1.843 0.510 1.435 -0.370
H -2.095 3.405 -1.594 0.033 0.175 -0.435
H -0.661 -4.159 -1.621 -0.122 -0.507 0.062
H -4.897 -0.824 1.816 0.192 0.269 -0.421
H 1.530 -3.142 -1.878 -0.298 -0.527 0.086
C -0.944 -3.340 0.316 -0.200 -1.164 -0.478
C 0.721 1.945 4.182 0.835 0.109 0.128
H -1.923 -1.888 -3.969 0.181 0.062 -0.015
H -0.451 0.164 -4.067 0.265 0.881 0.465
H 5.097 1.692 6.251 0.075 -0.009 -0.392
O -4.204 -1.931 3.346 0.720 -0.056 0.971
H -3.899 4.522 2.954 0.024 -0.171 0.242
H -3.587 -2.317 -2.334 -0.016 -0.266 -0.511
H -2.504 -0.534 0.166 -0.014 0.032 0.007
H -0.190 -6.078 -0.013 -0.018 -0.144 -0.395
C -0.036 -4.025 -0.721 -0.172 0.808 -0.508
H 4.157 -0.125 -2.297 0.220 0.251 0.712
H 3.375 1.104 4.306 0.055 -0.142 0.316
H -1.939 3.418 1.269 0.053 -0.291 -0.532
N 4.177 0.148 -1.304 -0.287 -1.143 0.021
H 5.113 3.463 5.759 0.785 -0.225 0.337
H 0.625 -2.107 -1.066 0.016 -0.007 0.086
H -5.071 -1.833 -3.289 -0.114 -0.515 0.373
H 6.678 -0.727 -1.160 -0.088 0.252 0.591
O 3.312 -0.134 1.393 1.078 -0.832 0.145
C -2.914 -4.665 -0.058 1.191 -0.221 0.465
S 2.661 -1.194 -4.404 -5.692 0.584 0.835
H 0.534 2.209 5.224 -0.257 0.214 -0.094
N -2.688 0.228 0.814 -0.362 -0.396 -0.815
N 0.493 0.913 -0.764 1.081 -0.622 -0.929
H -5.361 -3.418 4.226 0.529 -0.112 -0.047
H -1.633 6.482 -1.768 0.170 -0.053 0.113
F 6.229 -0.388 -4.186 -0.430 0.156 -0.145
H 1.081 -5.146 0.687 0.298 0.025 -0.139
H -3.608 -5.227 0.562 -0.350 0.090 -0.249
C -2.892 4.958 3.097 -1.573 -0.932 -0.674
H -5.336 -3.332 2.398 0.111 -0.559 0.273
N 3.753 -0.090 -4.244 3.429 -2.977 -2.111
H -3.373 -3.834 -0.600 -0.192 0.102 0.149
N 0.988 -3.057 -1.023 0.718 0.706 0.394
H -0.536 0.112 -6.879 0.031 0.118 0.254
O 3.301 2.662 5.702 -0.128 -0.540 0.207
C 4.592 2.661 6.290 -0.943 0.415 -0.335
H 4.215 2.545 3.848 -0.229 0.457 -0.265
H -3.526 0.600 4.040 0.305 -0.503 0.015
C 2.560 -1.212 1.871 -1.985 0.085 0.042
O 2.369 -1.738 -5.722 1.048 -0.023 1.276
H -2.158 1.400 3.354 0.051 0.082 -0.328
C 5.946 -1.521 -0.980 0.277 -0.037 -0.664
O 5.223 -0.909 -6.282 -0.212 -0.124 0.044
O -0.030 1.556 0.180 -0.424 0.159 0.378
C -1.958 -0.092 -5.244 -0.690 0.490 -0.960
H -0.075 2.241 3.499 -0.229 0.147 0.297
H -1.893 -0.850 2.432 -0.053 0.016 0.509
H -2.683 6.715 -0.353 0.066 0.029 -0.030
H -3.092 5.873 3.653 0.626 -0.013 0.182
H 6.377 -2.293 -0.339 -0.004 -0.017 0.006
H -1.779 -1.013 -7.289 -0.424 -0.079 0.327
C -2.810 -0.308 2.172 -0.117 0.344 -1.105
H 2.275 -1.914 1.080 0.730 -0.452 0.089
C 2.011 2.589 3.633 0.662 -0.107 0.149
H 5.835 -1.912 -1.995 -0.173 -0.393 0.203
H -1.449 -2.533 -0.229 0.100 0.343 0.392
H 2.818 1.490 2.003 -0.210 0.447 0.547
N 2.185 2.259 2.247 0.251 -0.021 -0.881
C -1.180 -0.656 -6.448 0.493 0.106 0.140
C -2.408 4.300 0.813 0.326 -0.216 1.405
H 4.466 2.893 7.347 0.011 0.252 -0.041
C 3.307 2.201 4.354 -0.381 -0.830 0.228
C -2.631 -1.219 -4.471 -0.532 0.204 -0.231
H -3.734 -2.113 1.370 0.116 0.151 -0.181
H 3.180 0.195 -1.094 0.050 0.778 -0.152
O 5.173 -2.474 -4.366 -0.898 0.859 -0.368
H 5.130 -1.226 1.637 -0.616 -0.516 0.138
H -3.446 4.040 0.563 0.013 0.030 -0.286
S 4.999 -1.140 -4.893 2.156 1.881 0.778
H 1.285 -5.679 -1.008 -0.039 -0.231 0.077
H -2.452 -5.334 -0.789 -0.255 -0.104 -0.182
O -3.497 -0.620 -3.526 0.247 0.776 0.579
H -3.217 -1.793 -5.203 -0.066 -0.276 0.120
H 0.782 0.854 4.131 0.173 -0.027 -0.084
H -0.695 5.310 0.116 0.219 -0.405 -0.028
H -1.696 1.157 -3.670 0.006 -0.097 0.092
O 2.472 -1.999 -3.223 0.584 -0.422 -0.981
H -3.140 5.628 -1.661 -0.025 -0.251 0.130
C -3.955 -1.315 2.091 -0.621 -0.062 0.608
H -6.255 -2.219 3.334 0.032 0.244 0.092
C 4.607 -0.548 0.951 0.920 0.869 -0.420
C -2.294 5.978 -1.062 -0.454 0.486 0.072
O 0.034 -0.220 -1.074 -0.208 0.569 0.282
H -2.756 0.549 -5.644 -0.244 -0.316 -0.051
C -3.071 0.873 3.078 -0.514 0.016 1.590
C -5.306 -2.780 3.347 -0.797 0.520 -1.013
H 3.863 -1.826 -0.557 0.106 -0.213 -0.202
N -1.148 0.806 -4.447 0.465 -1.044 -0.077
C -4.212 -1.490 -2.701 0.112 -0.659 -0.105
O 1.470 1.376 -1.372 -0.891 -0.167 0.523
O -1.911 -4.236 0.855 -0.573 0.162 0.050
H 5.252 0.336 0.974 -0.270 0.294 -0.052
H -3.816 1.585 2.718 0.277 -0.059 -0.743
H -2.308 4.192 3.621 0.257 0.320 0.164
C 4.605 -1.018 -0.501 -0.329 0.445 0.174
H 1.325 2.040 1.756 -0.074 0.303 -0.039
H -0.819 3.102 -0.742 0.639 -0.046 -0.695
H -0.382 -3.008 1.187 0.134 0.319 -0.223
H 1.996 3.681 3.750 -0.559 0.059 0.020
H -0.519 -1.473 -6.148 0.052 0.015 0.053
H -4.552 -1.062 -1.756 -0.039 0.811 -0.364
H -1.885 0.832 0.643 0.190 0.012 0.532
```
Forces are in eV/Å.


The following is a DFT calculation (ωB97M-V/def2-TZVPD) of a single C4H9NO molecule in a non-equilibrium geometry.

Values from the calculation:
* LUMO: 0.03883 Eh
* frontier orbital gap: 0.37836 Eh
* SMILES: CC/N=C/OC
* highest occupied orbital energy: -9.24 eV
* net charge: 0

```
15
Properties=species:S:1:pos:R:3:forces:R:3
N -0.143 0.405 -0.287 -0.687 0.269 0.389
H 2.258 -0.689 1.077 -0.053 0.061 -0.152
H -2.149 -0.973 -1.276 -0.041 0.082 0.187
H -2.565 0.675 -0.790 -0.092 -0.094 0.041
C -0.614 -0.192 0.710 0.153 0.265 -0.114
C 2.265 0.277 0.562 -0.151 -0.149 -0.077
C 1.263 0.363 -0.611 -0.189 0.071 -0.095
C -2.601 -0.370 -0.479 -0.238 0.063 -0.141
H 2.007 1.037 1.317 -0.039 -0.157 -0.294
O -1.911 -0.556 0.753 -0.053 0.105 0.267
H -0.082 -0.490 1.617 -0.078 -0.138 -0.118
H -3.625 -0.690 -0.297 0.062 0.029 0.003
H 1.534 1.194 -1.272 -0.234 0.066 0.275
H 3.301 0.485 0.268 -0.321 -0.126 -0.185
H 1.061 -0.477 -1.292 1.961 -0.348 0.012
```
Forces are in eV/Å.


Values for energy relative to the best compared isomer or geometry (same formula, charge and spin), kcal/mol, ordered as above
37.7, 2.3, 18.5, 48.3